1.
This record from the OMol25 dataset describes a single C5H8N2 molecule at a distorted geometry. The level of theory is ωB97M-V/def2-TZVPD.

For the HOMO energy, the calculation gives -8.4 eV. Its spin multiplicity is 1. For the energy above the lowest of the compared OMol25 structures with the same formula, charge and spin, the calculation gives 1.555 eV. As for the gap between HOMO and LUMO: 9.210 eV. Its SMILES is [H]/N=C/NC(=C)C=C.

Each line ends with the Mulliken charge.
Geometry (Å):
H  1.5401  2.0052  2.6854  0.226
N  1.1723  1.2679  2.0912  -0.524
C  0.6135  1.6716  1.0344  -0.094
N  0.1499  0.8248  -0.0192  -0.143
C  0.0298  -0.5442  0.0553  0.872
C  0.5201  -1.3239  1.0200  -1.078
C  -0.5662  -1.1615  -1.2104  -0.127
C  -1.3142  -0.5753  -2.1362  -0.919
H  0.4717  2.7305  0.7597  0.298
H  -0.3999  1.2862  -0.7270  0.191
H  0.4423  -2.3943  0.9472  0.274
H  1.0293  -0.8949  1.8625  0.365
H  -0.4122  -2.2313  -1.2610  0.233
H  -1.7625  -1.1461  -2.9335  0.252
H  -1.5140  0.4853  -2.1684  0.176

***

2.
This record from the OMol25 dataset describes 3 unconnected molecules or ions with the total composition C4H17N2O3 at a distorted geometry. The level of theory is ωB97M-V/def2-TZVPD.

For the HOMO energy, the calculation gives -12.1 eV. Its spin multiplicity is 1. Its net charge is +1. For the energy above the lowest of the compared OMol25 structures with the same formula, charge and spin, the calculation gives 0.910 eV. As for the gap between HOMO and LUMO: 9.188 eV.

Each line ends with the Mulliken charge.
Geometry (Å):
N  -1.3276  -0.7549  -0.9936  -0.224
C  -0.4543  -0.3946  0.1768  0.423
C  -1.2817  -0.6434  1.4104  -0.974
O  -2.4788  0.1283  1.3518  -0.559
C  0.8622  -1.2412  0.1871  -1.089
N  2.0037  -0.4809  0.6147  -0.165
C  3.1709  -0.3718  -0.2367  -0.930
H  -1.1910  -0.1297  -1.8181  0.302
H  -2.3215  -0.6495  -0.7467  0.394
H  -1.2571  -1.7382  -1.2525  0.390
H  -0.2202  0.6510  0.0777  0.293
H  -0.7598  -0.4188  2.3320  0.404
H  -1.6371  -1.6716  1.4402  0.438
H  -2.2633  1.0047  1.6954  0.361
H  0.6513  -2.1068  0.8291  0.295
H  1.0370  -1.6144  -0.8257  0.512
H  2.1261  -0.4529  1.6098  0.272
H  3.2381  0.5786  -0.7481  0.271
H  3.1804  -1.1746  -0.9733  0.300
H  4.0851  -0.5090  0.3536  0.326
H  0.3707  2.5695  1.8965  0.287
H  -0.9178  3.3441  1.9102  0.294
O  -0.5857  2.4374  1.9094  -0.584
H  -1.2594  1.8806  -2.9656  0.322
H  -1.3014  0.7988  -4.0849  0.318
O  -1.4687  0.9590  -3.1495  -0.676

***

3.
This record from the OMol25 dataset describes a molecular structure, C24H23ClN2OPPt at a distorted geometry. The level of theory is ωB97M-V/def2-TZVPD.

For the HOMO energy (spin up / spin down), the calculation gives -13.7 / -16.6 eV. Its spin multiplicity is 5. Its net charge is +3. For the energy above the lowest of the compared OMol25 structures with the same formula, charge and spin, the calculation gives 0.486 eV. As for the gap between HOMO and LUMO (spin up / spin down): 4.917 / 2.957 eV.

Each line ends with the Löwdin spin population.
Geometry (Å):
Pt  -0.2302  0.0708  1.4943  0.358
Cl  -0.1150  -2.2974  1.3430  0.158
C  -0.0337  1.8859  1.7273  0.122
O  0.1956  3.0063  1.9230  0.071
P  0.0069  0.2019  -0.7274  0.113
C  -1.5339  -0.1617  -1.6487  0.162
C  0.4808  1.8219  -1.4748  0.070
C  1.2720  -0.9291  -1.4266  0.077
C  1.6801  2.0120  -2.1789  0.196
C  2.0006  3.2696  -2.6965  0.288
C  1.1336  4.3479  -2.5087  0.054
C  -0.0617  4.1675  -1.8070  0.159
C  -0.3881  2.9106  -1.2959  0.327
H  2.3644  1.1755  -2.3250  0.008
H  2.9290  3.4006  -3.2552  0.010
H  1.3840  5.3311  -2.9111  -0.001
H  -0.7455  5.0039  -1.6519  0.003
H  -1.3242  2.7720  -0.7506  0.013
C  -2.4984  -0.9882  -1.0581  0.045
C  -3.6826  -1.2811  -1.7352  0.038
C  -3.9153  -0.7579  -3.0078  0.170
C  -2.9623  0.0716  -3.6020  0.059
C  -1.7784  0.3718  -2.9258  0.037
H  -2.3098  -1.4000  -0.0649  0.002
H  -4.4199  -1.9263  -1.2590  0.000
H  -4.8384  -1.0000  -3.5344  0.006
H  -3.1341  0.4850  -4.5944  0.001
H  -1.0463  1.0318  -3.3929  0.000
C  1.0684  -1.6235  -2.6264  0.025
C  2.0584  -2.4722  -3.1298  0.118
C  3.2517  -2.6544  -2.4296  0.053
C  3.4546  -1.9759  -1.2250  0.016
C  2.4794  -1.1085  -0.7315  0.118
H  0.1308  -1.5058  -3.1677  0.001
H  1.8918  -2.9937  -4.0721  0.004
H  4.0212  -3.3241  -2.8166  0.001
H  4.3774  -2.1204  -0.6632  -0.001
H  2.6377  -0.5699  0.2055  0.008
H  -2.8861  -3.5204  1.2369  0.002
H  -2.1868  -3.8381  1.1643  0.003
N  1.9225  -1.0337  3.6432  0.325
C  0.8076  -0.6517  4.3151  0.099
C  0.7052  -0.7830  5.7136  0.184
C  -0.4139  -0.2878  6.3567  -0.024
C  -1.4277  0.3205  5.5954  0.223
C  -1.2960  0.4130  4.2282  0.117
N  -0.2159  -0.0899  3.6091  0.146
H  1.8482  -1.2373  2.6589  0.008
H  2.6673  -1.5292  4.1525  0.005
H  1.5392  -1.2671  6.2353  0.005
H  -0.4999  -0.3609  7.4363  -0.004
H  -2.3136  0.7284  6.0630  0.009
H  -2.0507  0.8896  3.5930  0.013

***

4.
This record from the OMol25 dataset describes a gas-phase ion, C2H5BrN (charge +1) at a distorted geometry. The level of theory is ωB97M-V/def2-TZVPD.

For the HOMO energy (spin up / spin down), the calculation gives -13.9 / -15.4 eV. Its spin multiplicity is 1. Its net charge is +1. For the energy above the lowest of the compared OMol25 structures with the same formula, charge and spin, the calculation gives 3.013 eV. As for the gap between HOMO and LUMO (spin up / spin down): 7.891 / 9.616 eV.

Each line ends with the Mulliken charge.
Geometry (Å):
C  -0.9047  -0.9357  -0.0971  -0.538
C  0.9132  0.5430  0.1446  -0.351
N  -0.4859  0.5177  -0.1483  -0.130
Br  2.3241  0.2818  -1.0309  0.112
H  -0.1868  -1.5287  -0.6422  0.348
H  -1.0765  -1.2505  0.8903  0.365
H  1.2463  0.6325  1.1458  0.424
H  -0.7352  1.0570  -0.9878  0.375
H  -1.0945  0.6829  0.7255  0.395

***

5.
This record from the OMol25 dataset describes 2 unconnected molecules or ions with the total composition CH4O2S2 at a distorted geometry. The level of theory is ωB97M-V/def2-TZVPD.

For the HOMO energy (spin up / spin down), the calculation gives -2.0 / -3.6 eV. Its spin multiplicity is 2. Its net charge is -1. For the energy above the lowest of the compared OMol25 structures with the same formula, charge and spin, the calculation gives 0.128 eV. As for the gap between HOMO and LUMO (spin up / spin down): 5.840 / 7.036 eV.

Each line ends with the Löwdin spin population.
Geometry (Å):
S  1.2880  -0.9481  0.3184  0.452
S  2.2320  0.8352  -0.9967  0.480
H  0.7186  -0.6109  -0.8684  0.011
H  3.5153  1.0422  -0.5858  0.030
O  -2.1439  0.2930  -0.8783  0.002
C  -1.9079  -0.1353  0.2120  0.009
O  -1.3294  0.5500  1.2349  0.004
H  -2.0140  -1.2300  0.4282  0.007
H  -0.3588  0.2040  1.1358  0.004

***

6.
This record from the OMol25 dataset describes a single C18H25BN2O4 molecule at a distorted geometry. The level of theory is ωB97M-V/def2-TZVPD.

For the HOMO energy, the calculation gives -8.6 eV. Its spin multiplicity is 1. For the energy above the lowest of the compared OMol25 structures with the same formula, charge and spin, the calculation gives 1.809 eV. As for the gap between HOMO and LUMO: 8.853 eV. Its SMILES is C=CC(=O)N(CC(=O)N[C@@H](Cc1ccc(C)cc1C)B(O)O)C1CC1.

Each line ends with the Mulliken charge.
Geometry (Å):
C  5.0386  1.8414  -2.0212  -0.908
C  3.7658  1.5813  -2.3274  -0.328
C  2.7556  2.6241  -2.3155  1.128
O  3.0575  3.7326  -1.8778  -0.649
N  1.4172  2.3461  -2.6836  0.242
C  0.9494  0.9595  -2.9503  -1.829
C  0.4719  0.3086  -1.6618  1.033
O  -0.3736  0.8847  -0.9768  -0.733
N  1.0258  -0.8918  -1.3153  0.056
C  0.5708  -1.7623  -0.2388  -0.081
C  0.6478  -1.1287  1.1349  -1.814
C  -0.5898  -1.2809  2.0112  0.365
C  -1.5888  -0.3320  1.8632  -0.143
C  -2.8402  -0.4079  2.5291  -1.347
C  -3.1072  -1.5357  3.2786  1.068
C  -4.3753  -1.5727  4.0966  -1.564
C  -2.1485  -2.5158  3.3911  -0.737
C  -0.9096  -2.4359  2.7360  1.193
C  0.0192  -3.5923  2.7565  -1.945
B  -0.8584  -2.3428  -0.5948  0.828
O  -1.0831  -3.6852  -0.4504  -0.591
O  -1.8382  -1.5043  -1.0908  -0.721
C  0.3275  3.3656  -2.5529  -0.011
C  0.7016  4.8500  -2.6340  -0.682
C  0.3067  4.1918  -1.2945  -0.611
H  5.3909  2.8408  -1.8038  0.322
H  5.7157  0.9965  -1.9428  0.275
H  3.4578  0.5746  -2.5195  0.051
H  0.1606  1.0338  -3.7205  0.232
H  1.7680  0.3697  -3.4150  0.425
H  1.4275  -1.4277  -2.0922  0.355
H  1.0861  -2.7185  -0.2344  0.414
H  1.5149  -1.3843  1.7290  0.616
H  0.7761  -0.0788  0.9973  0.529
H  -1.5001  0.3858  1.0765  0.477
H  -3.5955  0.3108  2.3005  0.392
H  -4.2037  -1.0205  5.0140  0.311
H  -5.1966  -1.1562  3.5149  0.360
H  -4.6490  -2.5839  4.3934  0.372
H  -2.3619  -3.3576  4.0199  0.417
H  0.2010  -4.0170  3.7409  0.527
H  -0.3466  -4.3925  2.1038  0.271
H  0.9872  -3.2893  2.3654  0.260
H  -1.9846  -3.9356  -0.7682  0.305
H  -1.4462  -0.6204  -1.1693  0.386
H  -0.6282  3.0390  -2.9577  0.513
H  1.7521  5.0878  -2.8657  0.182
H  -0.0026  5.5124  -3.1458  0.277
H  1.0246  3.8603  -0.5487  0.239
H  -0.6904  4.2736  -0.8831  0.273

***

7.
This record from the OMol25 dataset describes a molecular structure, C43H45BInN3P2S at a distorted geometry. The level of theory is ωB97M-V/def2-TZVPD.

For the HOMO energy, the calculation gives -5.4 eV. Its spin multiplicity is 1. For the energy above the lowest of the compared OMol25 structures with the same formula, charge and spin, the calculation gives 0.878 eV. As for the gap between HOMO and LUMO: 5.288 eV.

Each line ends with the Mulliken charge.
Geometry (Å):
In  0.8367  1.0253  0.3750  0.465
C  2.0844  -5.3530  1.0869  -1.870
C  2.7038  -4.0100  1.0262  1.501
C  4.2389  -4.1224  1.1752  -1.521
C  2.2313  -3.1134  2.1380  0.745
C  2.8684  -1.9017  2.3491  -0.213
C  2.5929  -1.0133  3.3758  -0.602
C  1.5849  -1.2983  4.2978  0.799
C  1.2809  -0.3522  5.4007  -1.374
C  0.8190  -2.4962  4.0037  -0.754
C  1.1791  -3.4592  3.0866  -0.351
H  2.3553  -6.0148  0.2464  0.401
H  0.9707  -5.2556  1.0064  0.320
H  2.3528  -5.9006  1.9860  0.361
H  2.4474  -3.5635  0.0580  -0.105
H  4.5475  -4.2998  2.1836  0.391
H  4.7655  -3.2187  0.8550  0.386
H  4.6981  -4.9667  0.5996  0.394
H  3.6354  -1.6425  1.6093  0.002
H  3.0029  0.0448  3.4331  0.191
H  0.6078  0.5391  5.1490  0.179
H  2.1890  0.1709  5.7979  0.378
H  0.8635  -0.8550  6.3209  0.364
H  -0.0357  -2.6717  4.7046  0.250
H  0.5895  -4.3944  2.8869  0.235
N  -2.3323  0.5568  -1.0016  -0.338
P  -1.6012  1.8911  -1.7331  1.499
C  -1.0324  1.3152  -3.3373  0.630
C  -1.6493  0.2754  -4.0122  -0.291
C  -1.1870  -0.0735  -5.3073  -0.670
C  -0.1464  0.6165  -5.9123  -0.601
C  0.3527  1.7579  -5.2598  -0.494
C  -0.1012  2.1165  -4.0084  -0.720
C  -2.9427  3.0583  -1.7738  -0.057
C  -3.4447  3.6542  -2.9573  -0.419
C  -4.7701  4.1368  -3.0695  -0.803
C  -5.4314  4.3594  -1.8373  -0.228
C  -4.9259  3.9189  -0.5999  -0.858
C  -3.7230  3.2537  -0.5687  -0.164
P  -1.4255  -0.6987  -0.1801  0.424
C  -2.4442  -0.9069  1.3715  0.391
C  -2.5560  -2.1999  1.9140  -0.511
C  -3.1518  -2.4403  3.1459  -0.629
C  -3.7723  -1.3920  3.8427  -0.605
C  -3.8140  -0.1371  3.2261  -0.769
C  -3.0765  0.1032  2.0947  0.207
C  -1.7512  -2.1726  -1.0989  0.142
C  -3.0385  -2.7198  -1.3724  -0.477
C  -3.2000  -4.0429  -1.8116  -0.662
C  -2.0385  -4.8543  -1.9875  -0.438
C  -0.7768  -4.3519  -1.7843  -0.655
C  -0.6090  -3.0023  -1.3642  -0.004
H  -3.2250  0.7331  -0.5297  0.477
H  -2.5385  -0.1587  -3.6341  0.470
H  -1.7659  -0.7951  -5.8113  0.467
H  0.1737  0.4564  -6.9474  0.366
H  1.0789  2.4660  -5.7210  0.354
H  0.2842  2.9794  -3.4801  0.311
H  -2.8222  3.6496  -3.8411  0.446
H  -5.2654  4.4098  -4.0187  0.365
H  -6.3734  4.9495  -1.7878  0.320
H  -5.4037  4.1237  0.3487  0.411
H  -3.3908  2.8571  0.4063  0.292
H  -2.3191  -3.0529  1.3238  0.267
H  -3.1023  -3.4343  3.5363  0.457
H  -4.3605  -1.4049  4.7678  0.368
H  -4.4189  0.7263  3.6776  0.306
H  -2.8984  1.1703  1.8749  0.187
H  -3.8964  -2.1321  -1.1882  0.472
H  -4.2000  -4.4445  -1.9744  0.407
H  -2.1257  -5.8695  -2.3466  0.398
H  0.0320  -5.0630  -1.7006  0.412
H  0.4147  -2.5486  -1.2547  0.256
B  -0.5771  4.3208  3.5114  0.455
C  -0.1400  3.0241  2.7194  -0.152
N  0.1096  2.0168  2.2055  -0.486
H  -1.7174  4.6109  3.1787  -0.170
H  0.3331  5.1284  3.2811  -0.164
H  -0.5658  4.1225  4.6788  -0.149
S  4.8701  4.7683  -0.2049  -0.245
C  3.4692  4.0054  0.4591  -0.296
N  3.3704  2.6930  0.2770  -0.064
C  4.2544  2.2978  -0.7174  -0.245
C  4.3861  1.0072  -1.2876  -0.250
C  5.2542  0.8762  -2.3810  -0.601
C  6.0028  1.9182  -2.8760  -0.486
C  6.0117  3.1633  -2.2137  -0.381
C  5.1330  3.3384  -1.1280  0.692
H  2.9021  4.5554  1.1392  0.506
H  3.8231  0.2002  -0.8275  0.233
H  5.3160  -0.0795  -2.8645  0.403
H  6.6534  1.7127  -3.7407  0.343
H  6.6789  3.9473  -2.5514  0.378
C  -0.2416  2.5437  -0.7834  -1.590
H  0.5696  3.0454  -1.3558  0.526
H  -0.5942  3.2672  0.0132  0.461

***

8.
This record from the OMol25 dataset describes 2 unconnected molecules or ions with the total composition C4H12NO3P at a distorted geometry. The level of theory is ωB97M-V/def2-TZVPD.

For the HOMO energy, the calculation gives -7.0 eV. Its spin multiplicity is 1. For the energy above the lowest of the compared OMol25 structures with the same formula, charge and spin, the calculation gives 2.929 eV. As for the gap between HOMO and LUMO: 7.681 eV.

Each line ends with the Mulliken charge.
Geometry (Å):
C  1.9425  0.8232  -1.5366  -0.900
C  1.8433  0.9494  0.9024  -0.711
C  -1.6707  -1.2548  -0.8045  -0.522
C  1.5088  -1.1092  -0.1764  -1.072
N  1.8242  0.1348  -0.1706  0.258
O  -2.2711  -1.1282  2.0412  -0.637
O  -3.1964  1.0752  1.5044  -0.445
O  -2.1101  -0.0337  -0.2675  -0.302
P  -2.0169  0.1391  1.3662  0.880
H  1.2020  0.4738  -2.3133  0.308
H  1.6961  1.7828  -1.3292  0.368
H  3.0498  0.8249  -1.8317  0.311
H  2.0218  0.5485  1.9193  0.307
H  2.1904  1.9493  0.6161  0.208
H  -0.9476  0.8903  1.7222  -0.016
H  -1.9229  -2.0038  -0.2000  0.454
H  -0.5455  -1.1823  -0.9170  0.038
H  -2.2298  -1.5487  -1.7321  0.269
H  1.4846  -1.6662  -1.0985  0.520
H  1.1432  -1.6572  0.7181  0.356
H  -2.9956  1.9927  1.5876  0.327